1.
Molecular formula: C15H23BrN2O4
Method: DFT, ωB97M-V with the def2-TZVPD basis set

Structure (XYZ):
```
45
Properties=species:S:1:pos:R:3:lowdin_charge:R:1
C -1.96 -2.36 -1.88 -0.22
H -1.85 -2.33 -3.06 0.14
O -3.11 -2.80 -1.63 -0.15
C -3.35 -3.22 -0.27 -0.16
C -3.58 -2.15 0.53 -0.16
C -4.66 -1.07 0.12 -0.17
O -4.63 0.10 0.94 -0.16
C -5.31 1.32 0.09 -0.05
C -4.56 2.63 0.29 -0.16
H -4.09 2.61 1.39 0.18
C -3.40 2.91 -0.59 -0.16
N -2.49 1.75 -0.50 0.08
C -1.02 1.69 -0.55 -0.36
O -0.53 3.03 -0.68 -0.15
N -0.34 0.70 -0.27 0.13
C 0.97 0.50 0.02 -0.26
C 1.99 1.39 -0.31 -0.06
C 3.27 1.24 -0.22 -0.26
C 3.86 0.13 -0.05 -0.80
C 2.84 -0.95 0.39 -0.03
C 1.46 -0.75 0.12 -0.04
H 0.69 -1.45 0.56 0.13
H 3.22 -1.87 0.57 0.04
Br 5.57 -0.27 0.27 0.84
H 4.01 2.26 -0.74 0.21
H 1.68 2.56 -0.62 0.18
H -0.87 -0.29 0.06 0.20
H -2.71 0.96 -0.03 0.03
H -2.90 3.63 -0.38 0.02
H -3.70 2.62 -1.56 0.12
H -5.17 3.56 0.17 0.13
H -6.29 1.34 0.60 0.13
H -5.45 1.16 -0.83 0.03
H -4.38 -0.96 -1.02 0.16
H -5.65 -1.49 0.12 0.12
O -2.30 -1.15 0.97 -0.17
C -2.14 -0.91 2.09 -0.44
H -2.92 -0.14 2.80 0.13
H -1.19 -0.43 2.34 0.08
H -2.35 -1.63 3.05 0.11
H -3.92 -2.41 1.80 0.23
H -4.44 -3.74 0.06 0.23
H -2.64 -3.80 0.15 0.11
H -1.25 -3.14 -1.59 0.12
H -1.97 -1.29 -1.64 0.09
```

Results
max |F| = 19.52 eV/A
calculated total energy = -3569.27532 hartree
HOMO energy = -0.2993 hartree
energy above the lowest of the compared OMol25 structures with the same formula, charge and spin = 1534.2 kJ/mol


2.
Molecular formula: C3H3CoFO3
Method: DFT, ωB97M-V with the def2-TZVPD basis set

Structure (XYZ):
```
11
Properties=species:S:1:pos:R:3:lowdin_spin:R:1
C 0.63 0.02 0.95 0.14
C 1.33 0.70 -0.14 0.61
F 0.09 0.90 1.84 0.02
H 1.12 -0.84 1.44 0.01
H 1.87 0.06 -0.84 0.03
H 1.50 1.78 -0.06 0.02
O -0.74 1.05 -1.11 0.11
C -1.30 0.02 -0.74 0.03
O -2.10 -0.74 -1.37 0.16
O -0.64 -0.74 0.24 0.14
Co -1.76 -2.21 -0.20 2.73
```

Results
max |F| = 6.21 eV/A
2S+1 = 5
calculated total energy = -1824.03584 hartree
charge = +1
HOMO energy (spin up / spin down) = -0.4629 / -0.5667 hartree
energy above the lowest of the compared OMol25 structures with the same formula, charge and spin = 68.2 kJ/mol


3.
Molecular formula: C7H12N3
Method: DFT, ωB97M-V with the def2-TZVPD basis set

Structure (XYZ):
```
22
Properties=species:S:1:pos:R:3:lowdin_charge:R:1
C 1.74 1.39 -1.13 0.02
C 2.86 0.80 -0.62 -0.08
C 0.51 1.29 -0.44 -0.11
C 3.01 0.45 0.70 -0.02
C 0.15 -0.13 -0.03 -0.14
C -4.01 -0.31 -0.21 -0.07
C 1.15 -2.30 0.11 0.11
N 1.90 0.50 1.50 0.08
N 0.66 0.67 0.95 0.03
N 0.69 -1.30 -0.59 0.05
H 1.70 2.14 -1.99 0.17
H 3.81 0.66 -1.28 0.16
H -0.32 1.89 -0.59 0.12
H 3.89 0.28 1.18 0.11
H -2.98 0.07 -0.32 -0.02
H -3.74 -1.39 -0.40 0.03
H -4.22 0.00 0.88 0.04
H 1.09 -3.35 -0.40 0.15
H 1.26 -2.27 1.13 0.07
H -4.92 -0.05 -0.75 0.02
H 1.97 0.60 2.50 0.17
H 0.32 -1.54 -1.44 0.14
```

Results
max |F| = 4.33 eV/A
calculated total energy = -437.71647 hartree
charge = +1
HOMO energy (spin up / spin down) = -0.4336 / -0.4336 hartree
energy above the lowest of the compared OMol25 structures with the same formula, charge and spin = 740.0 kJ/mol


4.
Molecular formula: C12H20Br4O4
Method: DFT, ωB97M-V with the def2-TZVPD basis set

Structure (XYZ):
```
40
Properties=species:S:1:pos:R:3:lowdin_charge:R:1
O -1.22 -1.22 -1.25 0.08
C -0.18 -1.85 -1.28 -0.52
C 0.04 -3.28 -0.87 -0.09
C 1.51 -3.33 -0.54 -0.16
C 2.03 -2.30 -1.56 -0.09
O 0.95 -1.30 -1.67 0.03
H -0.68 -3.58 -0.11 0.14
H -0.13 -3.89 -1.68 0.10
H 1.67 -2.97 0.48 0.03
H 1.82 -4.36 -0.70 0.12
H 2.92 -1.73 -1.32 0.13
H 2.10 -2.73 -2.53 0.11
O -3.72 0.57 -4.01 0.08
C -3.86 0.74 -2.80 -0.47
C -3.09 1.74 -1.97 -0.14
C -3.71 1.76 -0.59 -0.19
C -4.49 0.41 -0.57 -0.10
O -4.61 -0.05 -1.98 0.01
H -2.06 1.26 -1.89 0.11
H -2.96 2.74 -2.37 0.12
H -3.01 1.82 0.24 0.05
H -4.43 2.62 -0.61 0.13
H -3.98 -0.40 0.01 0.12
H -5.51 0.58 -0.22 0.11
Br 5.14 2.76 1.01 0.66
C 4.21 1.29 1.82 -0.74
C 4.18 1.43 3.37 -0.60
Br 2.62 2.60 3.90 0.60
H 4.74 0.44 1.52 0.02
H 3.17 0.99 1.52 0.04
H 5.17 1.89 3.64 0.05
H 4.11 0.46 3.85 0.05
Br 0.85 -1.06 2.08 0.72
C 0.04 0.72 1.92 -0.61
C 0.21 1.08 0.44 -0.69
Br -0.46 2.87 0.07 0.71
H 0.66 1.32 2.59 -0.04
H -1.01 0.55 2.17 0.06
H -0.28 0.42 -0.27 0.01
H 1.27 1.02 0.17 0.04
```

Results
max |F| = 2.84 eV/A
calculated total energy = -11066.25302 hartree
SMILES = O=C1CCCO1.O=C1CCCO1.BrCCBr.BrCCBr
HOMO energy = -0.3549 hartree
energy above the lowest of the compared OMol25 structures with the same formula, charge and spin = 0.0 kJ/mol